Density functional theory data (ωB97M-V/def2-TZVPD) for C59H61N5O6STi as an isolated structure at a distorted geometry.

Geometry (Å):
Ti: 0.470 0.092 -0.264
N: 7.916 2.950 -3.158
C: 6.785 2.578 -2.465
C: 6.467 3.182 -1.243
C: 5.307 2.842 -0.576
C: 4.458 1.891 -1.118
C: 4.758 1.282 -2.326
C: 5.910 1.627 -3.001
S: 3.017 1.410 -0.246
O: 3.131 0.013 0.143
O: 2.763 2.351 0.808
N: 1.789 1.318 -1.315
C: 1.342 2.472 -1.905
N: 2.044 3.597 -1.745
C: 1.547 4.685 -2.317
C: 0.369 4.672 -3.045
C: -0.253 3.439 -3.181
N: 0.224 2.332 -2.631
H: 8.648 3.392 -2.627
H: 8.249 2.312 -3.860
H: 7.132 3.927 -0.827
H: 5.044 3.318 0.357
H: 4.083 0.544 -2.738
H: 6.142 1.161 -3.950
H: 2.120 5.597 -2.186
H: -0.037 5.567 -3.489
H: -1.168 3.333 -3.754
C: -4.480 -1.715 2.801
C: -3.707 -0.461 3.204
C: -4.329 0.216 4.410
O: -2.355 -0.778 3.486
C: -1.549 -0.610 2.325
C: -2.579 0.022 1.304
O: -3.628 0.469 2.144
C: -2.303 1.095 0.209
O: -1.156 0.682 -0.480
C: -2.116 2.527 0.719
C: -0.855 3.110 0.832
C: -0.713 4.423 1.251
C: -1.829 5.174 1.580
C: -3.087 4.601 1.488
C: -3.230 3.293 1.051
C: -3.433 1.078 -0.845
C: -3.092 1.422 -2.150
C: -4.056 1.462 -3.144
C: -5.377 1.156 -2.855
C: -5.722 0.806 -1.562
C: -4.760 0.767 -0.562
C: -0.178 0.013 2.710
O: 0.535 0.110 1.492
C: -0.210 1.398 3.348
C: -1.386 2.095 3.586
C: -1.358 3.365 4.144
C: -0.152 3.965 4.453
C: 1.030 3.285 4.198
C: 1.000 2.010 3.661
C: 0.618 -0.946 3.624
C: 1.995 -1.066 3.437
C: 2.755 -1.887 4.255
C: 2.158 -2.607 5.276
C: 0.795 -2.479 5.482
C: 0.032 -1.649 4.673
H: -4.375 -2.466 3.582
H: -4.107 -2.138 1.869
H: -5.537 -1.480 2.679
H: -4.498 -0.512 5.201
H: -5.287 0.651 4.127
H: -3.672 0.998 4.784
H: -1.279 -1.595 1.917
H: -2.927 -0.846 0.723
H: 0.055 2.558 0.631
H: 0.281 4.841 1.332
H: -1.720 6.199 1.910
H: -3.967 5.176 1.745
H: -4.220 2.868 0.967
H: -2.055 1.623 -2.387
H: -3.767 1.715 -4.156
H: -6.130 1.183 -3.633
H: -6.749 0.560 -1.322
H: -5.053 0.503 0.441
H: -2.337 1.673 3.316
H: -2.290 3.889 4.314
H: -0.128 4.958 4.881
H: 1.982 3.747 4.419
H: 1.932 1.500 3.462
H: 2.477 -0.517 2.641
H: 3.821 -1.964 4.085
H: 2.750 -3.254 5.911
H: 0.314 -3.024 6.284
H: -1.023 -1.553 4.866
C: -1.199 -0.433 -5.544
C: -1.480 -1.110 -4.234
C: -2.707 -1.708 -3.983
C: -2.999 -2.273 -2.745
C: -4.355 -2.854 -2.462
C: -2.027 -2.256 -1.757
C: -0.778 -1.681 -1.992
C: -0.516 -1.103 -3.230
N: 0.199 -1.655 -0.957
C: 1.125 -2.802 -0.928
C: 0.412 -4.120 -1.264
C: 1.397 -5.290 -1.174
C: 1.967 -5.384 0.242
C: 2.683 -4.077 0.580
C: 3.825 -3.840 -0.411
C: 3.263 -3.766 -1.832
C: 2.541 -5.072 -2.168
C: 2.274 -2.601 -1.926
C: 1.691 -2.918 0.487
H: -1.996 -0.617 -6.264
H: -0.261 -0.782 -5.976
H: -1.109 0.645 -5.404
H: -3.465 -1.710 -4.757
H: -4.959 -2.904 -3.366
H: -4.888 -2.235 -1.739
H: -4.276 -3.860 -2.047
H: -2.229 -2.683 -0.781
H: 0.439 -0.616 -3.396
H: -0.010 -4.075 -2.271
H: -0.418 -4.273 -0.568
H: 0.866 -6.216 -1.421
H: 2.660 -6.227 0.311
H: 1.161 -5.563 0.960
H: 3.079 -4.122 1.599
H: 4.559 -4.649 -0.340
H: 4.338 -2.905 -0.167
H: 4.080 -3.601 -2.543
H: 3.239 -5.913 -2.124
H: 2.147 -5.029 -3.188
H: 1.864 -2.539 -2.938
H: 2.778 -1.654 -1.706
H: 2.192 -1.992 0.755
H: 0.866 -3.060 1.192

Properties
Highest occupied orbital energy   -8.236 eV
ΔE to the lowest compared entry with this formula, charge and spin   101.4 kJ/mol
F_max   1.2 eV Å⁻¹
Calculated total energy   -115864.8242 eV